The following is a DFT calculation (ωB97M-V/def2-TZVPD) of a single C6H10S molecule.

```
17
Properties=species:S:1:pos:R:3:forces:R:3
C 1.809909 0.972688 -0.462625 2.9 0.1 -1.1
C 0.489693 -1.341394 -0.207350 -2.6 3.2 0.6
C 0.771699 1.608664 0.342400 -1.9 -2.8 0.3
C -0.594538 0.944893 -0.108148 -2.6 1.0 -0.3
C -0.680121 -0.557665 -0.065284 4.9 -2.5 -1.4
C -1.994253 -1.330399 -0.049380 3.1 3.3 1.5
S 2.151067 -0.639806 -0.206065 -1.2 0.4 0.6
H 2.674146 1.593225 -0.852302 -1.0 -1.1 0.6
H 0.430017 -2.383308 -0.326717 0.0 -1.3 0.1
H 0.893387 1.311240 1.432967 -0.1 1.0 -0.7
H 0.793132 2.632526 0.083409 -0.3 1.3 0.5
H -1.526599 1.231954 0.500755 1.4 0.3 -0.4
H -0.920600 1.273947 -1.194376 0.9 -0.6 1.9
H -2.303825 -1.113733 0.933638 -1.6 0.0 0.9
H -1.732529 -2.289723 -0.175602 0.4 -3.6 -0.3
H -2.477367 -0.956408 -0.861096 -2.5 1.0 -1.9
H 2.216783 -0.956694 1.215776 0.3 0.2 -0.8
```
Positions in Å, forces in eV/Å.

Properties
Charge: 0
Max |F| (eV/Å): 5.6
ΔE to the lowest compared entry with this formula, charge and spin (kcal/mol): 104.0
E_HOMO (eV): -7.057
Energy (hartree): -632.64372

Need the natural (NBO) charges? In units of e they are:
1. C -0.748
2. C -0.452
3. C -0.427
4. C -0.448
5. C 0.110
6. C -0.630
7. S 0.685
8. H 0.232
9. H 0.209
10. H 0.181
11. H 0.229
12. H 0.201
13. H 0.228
14. H 0.223
15. H 0.211
16. H 0.218
17. H -0.023